No. 1
Below is a molecular structure, C33H45I2N6O2PV, with properties calculated with ωB97M-V with the def2-TZVPD basis set.

## Properties
ΔE to the lowest compared entry with this formula, charge and spin = 1.0141 eV
HOMO energy (alpha / beta) = -9.76 / -10.47 eV
Expectation value of S² = 2.063
LUMO (alpha / beta) = -3.42 / -3.71 eV

The geometry in ORCA input format:
```
! RIJCOSX wB97M-V def2-TZVPD def2/J DEFGRID3
* xyz 1 3
V 0.4971 0.2310 -0.1961
C 1.4846 3.3316 0.2457
O 0.6813 2.2213 0.6450
C -0.1158 2.3692 1.7665
C -0.3506 3.5525 2.4356
C -1.1652 3.5383 3.5610
C -1.7161 2.3512 4.0201
C -1.4641 1.1623 3.3566
C -0.6671 1.1662 2.2186
N -0.2762 0.0157 1.5073
N -0.4951 -1.1219 2.1116
C 0.0704 -2.2679 1.7225
C 0.9362 -2.3910 0.5920
O 1.0714 -1.3401 -0.1853
C 1.6089 -3.6039 0.3491
C 1.4158 -4.6798 1.1586
C 0.4999 -4.6424 2.2467
C 0.2355 -5.7881 3.0217
C -0.7108 -5.7586 4.0129
C -1.4022 -4.5708 4.2824
C -1.1332 -3.4292 3.5657
C -0.1853 -3.4433 2.5312
H 2.1424 3.6420 1.0579
H 2.0764 3.0003 -0.6033
H 0.8576 4.1695 -0.0604
H 0.0921 4.4839 2.1098
H -1.3605 4.4653 4.0819
H -2.3367 2.3507 4.9055
H -1.8683 0.2237 3.7049
H 2.2748 -3.6547 -0.5031
H 1.9450 -5.6017 0.9515
H 0.7907 -6.6955 2.8174
H -0.9288 -6.6529 4.5810
H -2.1577 -4.5548 5.0569
H -1.6660 -2.5103 3.7664
I -3.1758 -3.1434 0.3752
C -2.7497 -3.1735 -1.7139
I -0.8032 -3.9038 -2.1863
H -2.8015 -2.1551 -2.0835
H -3.4704 -3.8261 -2.1888
N -0.4295 0.8258 -1.4923
P -1.2588 0.7859 -2.8362
N -1.2652 2.3125 -3.4906
C -1.5604 2.5691 -4.8957
C -0.5859 3.5879 -5.4823
C -0.4718 4.8476 -4.5934
C -1.4103 4.7711 -3.3894
C -1.1702 3.4881 -2.6058
N -2.8174 0.2348 -2.5209
C -3.2777 0.5445 -1.1345
C -4.7716 0.2989 -1.0090
C -5.5571 1.2906 -1.8855
C -4.7432 1.6772 -3.1286
C -3.8477 0.5163 -3.5424
N -0.6162 -0.2171 -3.9788
C 0.8156 0.0121 -4.2554
C 1.4796 -1.2829 -4.7025
C 0.8161 -1.8485 -5.9783
C -0.5251 -1.1624 -6.2461
C -1.3238 -1.0628 -4.9534
H -2.5881 2.9294 -5.0224
H -1.4777 1.6301 -5.4458
H -0.9281 3.8517 -6.4841
H 0.3943 3.1200 -5.5887
H -0.6963 5.7444 -5.1706
H 0.5521 4.9518 -4.2280
H -2.4508 4.8216 -3.7183
H -1.2445 5.6209 -2.7261
H -1.8870 3.4141 -1.7822
H -0.1683 3.5147 -2.1653
H -3.0752 1.5888 -0.8650
H -2.7108 -0.0737 -0.4421
H -5.0594 0.4066 0.0367
H -4.9972 -0.7311 -1.2939
H -5.7947 2.1882 -1.3124
H -6.5024 0.8385 -2.1880
H -4.1095 2.5446 -2.9197
H -5.4057 1.9497 -3.9509
H -3.3625 0.7444 -4.4907
H -4.4558 -0.3817 -3.6899
H 1.2804 0.3684 -3.3381
H 0.9525 0.7889 -5.0176
H 1.3981 -2.0041 -3.8865
H 2.5399 -1.0931 -4.8725
H 0.6521 -2.9206 -5.8574
H 1.4661 -1.7174 -6.8439
H -1.1069 -1.7243 -6.9772
H -0.3624 -0.1642 -6.6606
H -1.4505 -2.0708 -4.5468
H -2.3177 -0.6658 -5.1563
*
```

Löwdin population analysis, charges in e, atoms 1 to 2:
1. V 0.9335
2. C -0.0323

No. 2
Below is a molecular structure, C33H45InN5O, with properties calculated with ωB97M-V with the def2-TZVPD basis set.

## Properties
ΔE to the lowest compared entry with this formula, charge and spin = 8.5346 eV
HOMO energy (alpha / beta) = -2.95 / -2.95 eV
LUMO (alpha / beta) = 1.73 / 1.73 eV

The geometry in ORCA input format:
```
! RIJCOSX wB97M-V def2-TZVPD def2/J DEFGRID3
* xyz -1 1
In -0.3351 0.4034 0.1187
N -3.9188 0.4976 2.3240
N -1.5587 2.3342 -2.2975
C 1.4393 -2.3917 -0.8175
C 0.0508 -2.7140 -0.9284
C -0.4480 -2.9904 0.3865
C -1.8311 -3.2700 0.7223
H -2.3937 -3.6274 -0.1517
H -2.3320 -2.3595 1.0888
H -1.9140 -3.9891 1.5475
C 0.6615 -2.9305 1.2892
C 0.7146 -3.3777 2.6786
H 1.7527 -3.6802 2.8878
H 0.0944 -4.2492 2.8364
H 0.4749 -2.6032 3.3979
C 1.7990 -2.4741 0.5618
C 3.1229 -2.2792 1.1526
H 3.1993 -1.3662 1.7667
H 3.8913 -2.2344 0.3744
H 3.3540 -3.1288 1.8119
C -0.7028 -2.9337 -2.1730
H -1.1937 -3.9249 -2.1259
H -0.0271 -2.9420 -3.0416
H -1.4801 -2.1759 -2.3555
C 2.3693 -2.2454 -1.9502
H 3.3429 -1.8367 -1.6383
H 1.9607 -1.5908 -2.7381
H 2.5536 -3.2427 -2.3993
C -4.3142 1.3984 3.1996
H -4.9607 1.0681 4.0050
C -3.9606 2.7817 3.1319
H -4.2794 3.4480 3.8918
C -3.2250 3.1421 1.9404
H -2.9644 4.2258 1.8571
C -2.7750 2.1171 1.0564
H -2.2792 2.3969 0.0835
C -2.8951 0.7716 1.5530
C -2.3685 -0.5784 1.6347
H -2.3310 -0.7471 0.5238
C -0.4307 1.6079 -2.2599
C -2.2602 1.5407 -3.2543
H -3.2922 1.1817 -3.2496
C -1.2945 1.4819 -4.2551
H -1.3888 1.5661 -5.3414
N -0.1022 1.4045 -3.5798
C 1.2358 1.1336 -3.9782
C 1.3440 0.1866 -4.9672
C 2.6167 -0.1972 -5.3571
H 2.6965 -0.9962 -6.1059
C 3.7711 0.3585 -4.7648
C 5.1262 -0.0391 -5.3105
H 5.8440 -0.1835 -4.4932
H 5.4986 0.7439 -5.9852
H 5.0349 -0.9808 -5.8666
C 3.6210 1.2625 -3.6868
H 4.5143 1.6282 -3.1391
C 2.3397 1.6549 -3.2633
C 2.2052 2.6032 -2.1352
H 1.1606 2.7337 -1.8341
H 2.6006 3.6098 -2.3872
H 2.7624 2.2441 -1.2475
C 0.1424 -0.4657 -5.5370
H -0.4614 0.1942 -6.1702
H -0.5200 -0.9246 -4.7899
H 0.4859 -1.2685 -6.1989
C 0.5362 2.6293 2.6990
N -0.2857 2.1146 3.7703
C -1.0214 3.1794 4.4594
C -0.6070 0.7918 3.6710
O -0.0063 0.0963 2.8337
N -1.5597 0.2256 4.4895
C -1.7655 0.6671 5.8400
C -1.8973 -1.1328 4.1944
H 0.9519 3.5887 3.0370
H -0.0900 2.8089 1.7985
H 1.3393 1.9396 2.4130
H -1.8005 3.5924 3.8091
H -1.4586 2.9029 5.3866
H -0.3089 3.9849 4.6835
H -2.4173 1.5440 5.8867
H -2.3190 -0.1294 6.3566
H -0.8170 0.8635 6.3655
H -2.3927 -1.1579 3.1823
H -1.0320 -1.7881 4.1322
H -2.5914 -1.5026 4.9445
*
```

Löwdin population analysis, charges in e, atoms 1 to 2:
1. In 1.0901
2. N 0.0826

No. 3
Below is a molecular structure, C33H45N2O2PtSSe, with properties calculated with ωB97M-V with the def2-TZVPD basis set.

## Properties
ΔE to the lowest compared entry with this formula, charge and spin = 0.8158 eV
HOMO energy = -3.80 eV
LUMO = 2.40 eV

The geometry in ORCA input format:
```
! RIJCOSX wB97M-V def2-TZVPD def2/J DEFGRID3
* xyz -1 1
Pt -0.6849 0.5846 0.0538
C -2.2846 -3.8698 5.7918
C -3.4920 -3.1886 5.1322
C -3.9897 -2.0593 6.0451
C -4.6112 -4.2226 5.0045
C -3.0778 -2.6138 3.7778
C -2.0729 -1.6604 3.7058
C -1.6827 -1.1379 2.4864
Se -0.1762 0.0480 2.3818
C 1.2556 -1.2314 2.3496
C 1.5061 -1.9051 3.5382
C 2.4826 -2.8804 3.6059
C 3.1653 -3.1512 2.4074
C 2.9464 -2.5140 1.2039
C 1.9969 -1.4159 1.1375
O 1.8613 -0.6650 0.1353
C 3.7821 -2.9340 -0.0178
C 3.1937 -2.4795 -1.3601
C 3.8984 -4.4668 -0.0996
C 5.1911 -2.3375 0.1178
C 2.8166 -3.6650 4.8716
C 4.2918 -3.4587 5.2451
C 1.9610 -3.2234 6.0588
C 2.5655 -5.1624 4.6400
C -2.2741 -1.5150 1.2747
O -1.9197 -0.9898 0.1205
C -3.2870 -2.5090 1.3275
C -3.6488 -3.0162 2.5689
C -3.9454 -3.0024 0.0359
C -4.6591 -1.8395 -0.6721
C -4.9915 -4.0877 0.3032
C -2.8800 -3.6065 -0.8924
H -2.5649 -4.3031 6.7564
H -1.4768 -3.1574 5.9649
H -1.8949 -4.6645 5.1529
H -4.2845 -2.4561 7.0209
H -4.8517 -1.5586 5.5996
H -3.2143 -1.3088 6.2058
H -4.8784 -4.5953 5.9962
H -4.3010 -5.0760 4.3980
H -5.5073 -3.7902 4.5546
H -1.5706 -1.3160 4.6037
H 0.9159 -1.6525 4.4120
H 3.9273 -3.9218 2.4377
H 2.1639 -2.8229 -1.4754
H 3.7965 -2.9112 -2.1664
H 3.1788 -1.3984 -1.4524
H 2.9066 -4.9207 -0.1515
H 4.4257 -4.9033 0.7487
H 4.4502 -4.7434 -1.0022
H 5.1352 -1.2477 0.1524
H 5.8160 -2.6239 -0.7348
H 5.6764 -2.6826 1.0341
H 4.4897 -2.4033 5.4437
H 4.9529 -3.7744 4.4366
H 4.5499 -4.0355 6.1390
H 2.1095 -2.1654 6.2859
H 2.2330 -3.8011 6.9460
H 0.8998 -3.3876 5.8642
H 3.1757 -5.5436 3.8195
H 1.5183 -5.3351 4.3837
H 2.8046 -5.7399 5.5388
H -4.4232 -3.7679 2.5973
H -5.4472 -1.4337 -0.0324
H -5.1221 -2.1960 -1.5971
H -3.9627 -1.0406 -0.9134
H -5.8064 -3.7225 0.9330
H -4.5522 -4.9673 0.7794
H -5.4231 -4.4048 -0.6489
H -2.1242 -2.8699 -1.1540
H -3.3512 -3.9720 -1.8096
H -2.3865 -4.4498 -0.4032
C -1.2017 6.3669 -0.3046
C -0.6702 4.9634 -0.2909
C 0.3849 4.6120 0.5574
C 0.7567 3.2878 0.5866
N 0.2171 2.4110 -0.2565
C -0.7955 2.8357 -1.0644
S -1.4473 1.5164 -1.9529
N -1.2775 4.0828 -1.0742
H -0.3879 7.0906 -0.3643
H -1.7525 6.5638 0.6176
H -1.8750 6.4983 -1.1474
H 0.8551 5.3441 1.1979
H 1.5032 2.8952 1.2665
*
```

Löwdin population analysis, charges in e, atoms 1 to 2:
1. Pt 0.7688
2. C -0.0516

No. 4
Below is a molecular structure, C33H46BBr2KN6O2PS3, with properties calculated with ωB97M-V with the def2-TZVPD basis set.

## Properties
ΔE to the lowest compared entry with this formula, charge and spin = 0.2462 eV
HOMO energy = -4.52 eV
LUMO = 1.89 eV

The geometry in ORCA input format:
```
! RIJCOSX wB97M-V def2-TZVPD def2/J DEFGRID3
* xyz -1 1
K 0.1977 -0.7776 -0.7756
C 2.4791 3.3704 -1.5550
N 3.5577 2.5730 -1.0210
C 4.6091 2.0219 -1.7432
C 5.3673 1.3523 -0.8545
N 4.8006 1.4771 0.4010
B 5.4759 0.9208 1.7071
N 4.4690 0.0787 2.5590
C 3.9827 0.4997 3.7850
C 3.2812 -0.5055 4.3376
N 3.3221 -1.5603 3.4327
C 2.6711 -2.8424 3.6072
C 4.0608 -1.1920 2.3436
S 4.4147 -2.2286 1.0340
C 3.6771 2.2275 0.2988
S 2.5953 2.7189 1.5125
H 2.8028 3.8363 -2.4851
H 2.2094 4.1287 -0.8227
H 1.5977 2.7591 -1.7518
H 4.7144 2.1657 -2.8071
H 6.2692 0.7799 -1.0004
H 5.8249 1.8547 2.4016
H 6.3868 0.2081 1.3530
H 4.1759 1.4951 4.1475
H 2.7582 -0.5784 5.2769
H 2.6193 -3.0747 4.6703
H 3.2497 -3.6008 3.0887
H 1.6618 -2.8302 3.1914
O -1.7692 -4.9489 -1.1868
S -1.7364 -3.5086 -1.3423
O -2.9968 -2.8696 -1.6895
N -0.9937 -2.7154 -0.1861
C -1.5143 -2.7771 1.1006
C -2.4726 -3.6988 1.5302
C -2.9176 -3.7499 2.8605
C -2.4495 -2.8811 3.8056
C -1.5250 -1.8900 3.4173
C -1.0602 -0.9028 4.3184
C -0.2328 0.0890 3.8855
C 0.1718 0.0921 2.5339
N -0.2056 -0.8236 1.6755
C -1.0519 -1.8161 2.0788
C -0.6814 -3.2856 -2.7732
C -1.2181 -2.6672 -3.8924
C -0.5269 -2.6996 -5.0971
C 0.6792 -3.3817 -5.1829
C 1.2072 -4.0116 -4.0592
C 0.5359 -3.9568 -2.8496
H -2.8700 -4.4030 0.8149
H -3.6567 -4.4948 3.1344
H -2.7921 -2.9235 4.8350
H -1.3970 -0.9395 5.3500
H 0.1138 0.8711 4.5492
H 0.8262 0.8808 2.1585
H -2.1961 -2.2093 -3.8092
H -0.9411 -2.2122 -5.9723
H 1.2096 -3.4294 -6.1275
H 2.1452 -4.5520 -4.1309
H 0.9257 -4.4631 -1.9729
Br 1.5466 0.2811 -3.7838
C 2.8741 -1.0781 -3.4127
Br 3.2698 -1.3710 -1.5085
H 3.7907 -0.7838 -3.9058
H 2.4883 -1.9974 -3.8077
C -3.6755 0.7083 1.7261
C -3.0803 2.0325 1.2307
C -4.1629 3.0993 1.0669
P -1.9148 1.6478 -0.1704
C -1.4609 3.2998 -0.9148
C -2.4694 4.1007 -1.7423
C -0.8345 4.1494 0.1976
C -2.9575 0.7679 -1.4478
C -2.0809 0.6053 -2.6952
C -4.3564 1.2704 -1.8114
H -4.1649 0.8496 2.6937
H -2.9015 -0.0531 1.8497
H -4.4195 0.3173 1.0260
H -2.3906 2.3847 2.0048
H -4.8435 2.8782 0.2451
H -3.7362 4.0893 0.9052
H -4.7573 3.1465 1.9858
H -0.6427 3.0198 -1.5884
H -3.3833 4.3232 -1.1914
H -2.7400 3.5799 -2.6625
H -2.0128 5.0548 -2.0289
H -1.5785 4.4558 0.9396
H -0.3900 5.0564 -0.2230
H -0.0411 3.5998 0.7091
H -3.0784 -0.2346 -1.0186
H -1.8173 1.5707 -3.1381
H -2.6011 0.0149 -3.4532
H -1.1629 0.0798 -2.4391
H -4.3546 2.3040 -2.1607
H -5.0428 1.1887 -0.9686
H -4.7588 0.6428 -2.6154
*
```

Löwdin population analysis, charges in e, atoms 1 to 2:
1. K 0.5100
2. C -0.0685

No. 5
Below is a molecular structure, C33H46BrEuN3P2Se, with properties calculated with ωB97M-V with the def2-TZVPD basis set.

## Properties
ΔE to the lowest compared entry with this formula, charge and spin = 0.0000 eV
HOMO energy (alpha / beta) = -11.93 / -11.94 eV
Expectation value of S² = 15.761
LUMO (alpha / beta) = -7.07 / -7.01 eV

The geometry in ORCA input format:
```
! RIJCOSX wB97M-V def2-TZVPD def2/J DEFGRID3
* xyz 2 8
C -1.2384 6.8791 -3.7624
C -1.5754 5.5217 -3.9025
C -1.6993 5.0234 -5.2294
C -1.4601 5.8883 -6.3047
N -1.1227 7.1575 -6.1241
C -1.0091 7.6556 -4.9025
C -1.6686 4.6907 -2.7224
C -1.3003 3.6042 -2.2187
C -0.3611 2.5721 -1.9059
C 0.7507 2.8882 -1.0804
C 1.5135 1.8621 -0.5306
C 1.1745 0.5154 -0.7403
C 0.0093 0.2038 -1.4516
C -0.7780 1.2248 -1.9809
Eu -1.8755 2.8714 0.0659
P 2.3181 -0.7789 -0.2670
H -1.9684 3.9928 -5.4550
H -1.1229 7.3374 -2.7856
H -1.5452 5.5477 -7.3375
H -0.7305 8.7030 -4.8086
H -1.7296 0.9875 -2.4822
H 0.9983 3.9435 -0.9224
H -0.2890 -0.8457 -1.4896
H 2.3605 2.1482 0.1120
C 1.4109 -1.8177 0.8891
C 1.9885 -3.2166 1.1354
H 0.3579 -1.8433 0.5481
H 1.3580 -1.1991 1.8055
H 1.7960 -3.4736 2.1848
H 1.4771 -3.9543 0.4999
H 3.0700 -3.2559 0.9431
C 2.7681 -1.5958 -1.8030
C 3.3956 -0.6810 -2.8679
H 1.8588 -2.0661 -2.2155
H 3.4555 -2.4149 -1.5400
H 3.3285 -1.1516 -3.8557
H 2.8888 0.2872 -2.9377
H 4.4554 -0.4905 -2.6703
C 3.7494 -0.0028 0.4931
C 4.8665 -0.9404 0.9414
H 3.3618 0.5773 1.3459
H 4.1478 0.7231 -0.2353
H 5.6712 -0.3451 1.3841
H 4.5378 -1.6573 1.6987
H 5.2963 -1.4885 0.0978
Br -1.8135 0.0617 1.0453
P -2.6849 -3.1168 -2.2828
C -0.8493 -3.3632 -2.2404
C -0.4789 -4.8134 -2.5674
H -0.4824 -3.0903 -1.2360
H -0.4046 -2.6788 -2.9815
H 0.5949 -4.8879 -2.7739
H -0.7035 -5.4857 -1.7307
H -1.0177 -5.1804 -3.4498
C -3.0787 -2.8570 -0.5047
C -4.4485 -3.4553 -0.1609
H -3.0494 -1.7737 -0.2876
H -2.2882 -3.3406 0.0930
H -4.5718 -3.4999 0.9261
H -5.2589 -2.8395 -0.5649
H -4.5641 -4.4724 -0.5558
C -2.8761 -1.4649 -3.0703
C -3.1776 -1.5996 -4.5698
H -1.9456 -0.9048 -2.9116
H -3.6987 -0.9460 -2.5510
H -3.5177 -0.6381 -4.9703
H -2.2865 -1.8985 -5.1349
H -3.9613 -2.3425 -4.7623
C -1.7606 1.1674 4.8339
N -0.4016 0.8093 5.1841
C 0.6856 1.1219 4.4014
Se 0.6309 2.0713 2.8232
N 1.7746 0.6145 5.1145
C 1.3532 0.0175 6.3181
C 2.0612 -0.5081 7.3969
C 1.3118 -0.8972 8.5195
C -0.0869 -0.7497 8.5518
C -0.7853 -0.2239 7.4576
C -0.0221 0.1377 6.3484
H -2.3380 1.1468 5.7668
H -2.1751 0.4630 4.0923
H -1.7718 2.1796 4.3982
H 2.7272 0.7090 4.8094
H 3.1393 -0.6051 7.3296
H 1.8153 -1.3233 9.3894
H -0.6258 -1.0505 9.4499
H -1.8595 -0.0799 7.4417
*
```

Löwdin population analysis, charges in e, atoms 1 to 2:
1. C -0.0062
2. C -0.2192

ΔE to the lowest compared entry with this formula, charge and spin of number 2 (C33H45InN5O)? 8.5346 eV

The lowest ΔE to the lowest compared entry with this formula, charge and spin belongs to which entry? C33H46BrEuN3P2Se